56
Properties=species:S:1:pos:R:3:forces:R:3:mulliken_charge:R:1 method="wB97M-V/def2-TZVPD" spin_multiplicity=1 lumo_energy_ev=-12.29 molar_mass_da=572.77 gap_ev=5.33 total_energy_ev=-67035.035 total_charge=+3
C 1.5208 -0.1130 -4.9101 -1.84 0.16 -0.54 -0.583
C 2.0125 0.2132 -3.6122 6.48 0.23 2.63 0.689
H 2.3186 -0.0108 -5.6817 -0.05 0.13 0.66 0.392
H 0.6693 0.5681 -5.1276 0.41 -0.30 -0.17 0.271
H 1.1089 -1.1408 -4.9147 0.27 0.29 0.12 0.269
O 2.8343 0.3864 -2.7994 -5.01 -0.66 -3.35 -0.112
Cl -2.6701 -0.7424 -2.1118 0.31 0.01 -0.50 -0.375
Hf -1.0017 -0.0295 -0.6597 -1.94 -0.56 2.64 1.033
P -0.1791 2.2144 -1.6045 0.33 3.27 -0.34 0.842
C 1.3846 2.9993 -1.0963 0.44 -0.43 0.30 -0.985
C -0.1907 2.6396 -3.3779 -0.32 -0.59 -0.35 -1.174
H -0.4832 3.6951 -3.4831 0.20 -0.34 0.00 0.465
H -1.0655 4.4622 -1.2967 0.00 -0.36 0.03 0.534
H -0.9227 2.0123 -3.8985 0.02 0.26 -0.09 0.379
H -2.3920 3.2441 -1.3375 0.22 0.10 0.09 0.445
H 2.2272 2.4784 -1.5652 -0.04 0.30 0.16 0.270
H 0.7995 2.4920 -3.8240 -0.13 0.23 0.06 0.343
C -1.3849 3.4653 -0.9587 -0.39 -0.45 0.22 -1.396
H 1.3729 4.0528 -1.4111 -0.05 -0.34 0.00 0.459
H -1.4262 3.4372 0.1389 0.04 0.00 -0.32 0.384
H 1.5189 2.9527 -0.0097 -0.02 0.07 -0.40 0.222
P 0.1494 -2.4086 -1.2395 0.46 -2.27 0.33 0.910
C 1.4980 -3.0410 -0.1763 0.27 0.40 0.27 -1.291
C -1.0987 -3.7352 -0.9573 -0.53 0.46 -0.01 -1.399
H 0.0490 -2.5657 -3.6529 0.02 -0.19 0.03 0.295
H 0.8072 -4.0106 -2.9477 0.03 0.38 0.11 0.430
H 1.7474 -2.5032 -3.0824 -0.06 -0.16 0.06 0.425
C 0.7499 -2.9129 -2.8856 -0.12 0.35 -0.51 -1.259
H -1.9629 -3.5677 -1.6091 0.11 -0.14 0.14 0.427
H -0.6463 -4.7096 -1.1816 0.00 0.30 0.05 0.504
H 1.3945 -4.1252 -0.0198 -0.01 0.37 -0.17 0.457
H 1.4765 -2.5377 0.7968 0.10 -0.16 -0.17 0.238
H -1.4401 -3.7290 0.0853 0.07 -0.03 -0.29 0.336
H 2.4666 -2.8414 -0.6491 -0.12 -0.04 0.19 0.454
Cl -2.7299 0.7505 0.8575 0.71 -0.09 -0.75 -0.366
C -1.3407 -2.1523 2.3580 0.06 -0.17 -0.36 -0.797
N -0.8280 -0.9859 3.0611 -0.22 0.02 -1.26 0.110
C -1.5669 -0.5761 4.2524 -0.34 0.27 0.03 -0.484
C -0.6521 0.2506 5.1091 0.16 -0.38 0.68 -0.785
C -0.0676 1.4066 4.3519 -0.22 0.60 0.59 -0.471
N 0.3589 1.0024 3.0248 0.10 -0.22 -1.31 0.090
C 1.2094 1.9375 2.3081 0.19 0.54 0.05 -0.940
C -0.1410 -0.0550 2.3870 -0.23 0.19 0.85 0.358
O 0.0447 -0.1724 1.0915 0.59 -0.37 -0.21 -0.396
H -0.5198 -2.7079 1.8888 -0.17 0.09 0.25 0.126
H -2.0796 -1.8874 1.5812 0.04 -0.04 0.30 0.365
H -1.8290 -2.7946 3.0956 0.12 0.05 -0.26 0.369
H -2.4550 0.0108 3.9420 0.28 -0.38 0.13 0.260
H -1.8934 -1.4949 4.7428 0.02 0.29 0.14 0.398
H 0.1542 -0.3807 5.4778 0.00 -0.08 0.15 0.328
H -1.2173 0.6184 5.9573 0.07 0.10 0.24 0.374
H 0.8086 1.8288 4.8587 -0.25 -0.20 0.01 0.361
H -0.8148 2.2132 4.2786 0.25 -0.12 -0.25 0.317
H 0.6177 2.6762 1.7440 0.04 -0.22 0.19 0.143
H 1.7915 2.4991 3.0530 -0.15 -0.24 -0.30 0.371
H 1.9080 1.4240 1.6395 -0.20 0.03 0.20 0.371